{
  "formula": "C43H72MgN12O4PSi4",
  "method": "ωB97M-V/def2-TZVPD",
  "elements": ["Mg", "N", "P", "N", "C", "C", "C", "C", "C", "N", "C", "C", "C", "C", "C", "N", "C", "C", "C", "C", "C", "H", "H", "H", "H", "H", "H", "H", "H", "H", "H", "H", "H", "H", "H", "H", "H", "H", "H", "H", "H", "H", "H", "H", "H", "H", "H", "H", "H", "H", "H", "N", "C", "C", "C", "C", "C", "C", "C", "N", "C", "C", "N", "C", "H", "H", "H", "H", "H", "H", "H", "O", "C", "O", "C", "C", "C", "C", "C", "C", "N", "O", "O", "H", "H", "H", "H", "N", "C", "N", "N", "C", "N", "H", "H", "H", "H", "C", "Si", "C", "C", "Si", "Si", "C", "C", "C", "Si", "C", "C", "C", "H", "H", "H", "H", "H", "H", "H", "H", "H", "H", "H", "H", "H", "H", "H", "H", "H", "H", "H", "H", "H", "H", "H", "H", "H", "H", "H"],
  "positions_angstrom": [[-0.13305, -0.00400, -0.40772], [-0.43694, 1.92813, -0.00692], [-0.65151, 2.89011, -1.15844], [-0.03160, 4.47291, -0.96917], [1.39077, 4.55598, -0.67282], [1.98590, 5.82151, -1.28758], [1.21902, 7.05389, -0.80050], [-0.28147, 6.89001, -1.05138], [-0.77411, 5.58976, -0.42189], [-2.27935, 3.26801, -1.50906], [-3.27655, 2.85139, -0.52022], [-4.31795, 3.95957, -0.33244], [-4.58614, 4.67293, -1.67149], [-4.30147, 3.72420, -2.83412], [-2.81423, 3.33718, -2.86059], [0.03663, 2.54099, -2.68015], [0.76597, 1.30184, -2.93040], [0.32791, 0.65497, -4.23650], [0.54845, 1.63597, -5.38895], [-0.12634, 2.97854, -5.09403], [0.31082, 3.50903, -3.72999], [1.88734, 3.66132, -1.05379], [1.56080, 4.57764, 0.41643], [1.91345, 5.75336, -2.37724], [3.04419, 5.90309, -1.02348], [1.59569, 7.95688, -1.29002], [1.38602, 7.17423, 0.27685], [-0.47025, 6.84870, -2.12973], [-0.83324, 7.74248, -0.64327], [-1.83356, 5.43536, -0.61503], [-0.63509, 5.65892, 0.67159], [-2.76278, 2.61153, 0.40502], [-3.78506, 1.93263, -0.84632], [-3.96903, 4.67808, 0.41285], [-5.24194, 3.51488, 0.05067], [-3.93654, 5.54865, -1.76940], [-5.61740, 5.03246, -1.71250], [-4.55939, 4.19058, -3.78730], [-4.92658, 2.83082, -2.72995], [-2.26732, 4.09987, -3.42306], [-2.69212, 2.38457, -3.39648], [0.61669, 0.61701, -2.10838], [1.84613, 1.50239, -2.97841], [-0.73219, 0.39768, -4.16107], [0.88818, -0.26937, -4.38496], [0.16536, 1.21741, -6.32167], [1.62501, 1.79710, -5.52098], [-1.21095, 2.84197, -5.09571], [0.12168, 3.71220, -5.86725], [-0.16779, 4.45520, -3.49338], [1.39755, 3.69625, -3.77463], [8.59607, -4.62949, 3.90878], [7.75245, -3.96198, 3.50669], [6.69877, -3.11565, 3.00149], [5.71050, -3.63398, 2.17150], [4.69682, -2.82301, 1.70044], [4.65527, -1.47869, 2.05411], [5.65000, -0.95424, 2.86888], [6.66238, -1.76826, 3.34147], [3.60425, -0.65940, 1.60080], [3.19265, 0.55436, 2.15068], [2.11692, 0.94743, 1.42836], [1.86462, 0.01019, 0.43793], [2.75727, -0.92623, 0.56632], [5.73365, -4.68229, 1.90522], [3.92239, -3.24431, 1.07308], [5.64464, 0.09478, 3.12997], [7.43574, -1.35956, 3.97825], [3.66208, 0.99298, 3.01326], [1.47637, 1.81546, 1.51412], [2.83235, -1.78991, -0.07828], [1.34502, -2.01797, -2.51477], [0.54427, -2.52997, -1.71877], [-0.01556, -1.95719, -0.72889], [0.19869, -3.99400, -1.88612], [-0.62323, -4.63112, -0.96539], [-0.92860, -5.97949, -1.10524], [-0.41478, -6.69995, -2.16928], [0.39572, -6.04534, -3.08354], [0.71042, -4.70631, -2.95671], [0.94451, -6.80635, -4.21993], [1.66432, -6.22556, -5.00110], [0.64658, -7.97936, -4.31853], [-1.01053, -4.04720, -0.13913], [-1.56227, -6.47132, -0.37649], [-0.62177, -7.75168, -2.30101], [1.34337, -4.21359, -3.68052], [-6.33098, -0.65310, -2.92923], [-5.22091, -0.38842, -2.19520], [-5.39709, -0.13571, -0.87856], [-4.07717, -0.37414, -2.80510], [-2.93912, -0.22669, -2.16379], [-1.92481, -0.10283, -1.62725], [-7.23372, -0.39499, -2.57628], [-6.20112, -0.65363, -3.92554], [-6.23632, -0.46592, -0.43253], [-4.57463, -0.15535, -0.28837], [-3.89918, -3.40258, 2.97152], [-3.28464, -2.08144, 1.75223], [-3.62387, -2.85603, 0.04432], [-4.61792, -0.72423, 1.92413], [-1.18783, -1.09631, 2.09956], [0.08710, -2.73752, 3.18443], [1.36342, -1.94161, 4.34190], [-0.80861, -3.93419, 4.35992], [1.07852, -3.90215, 2.05293], [-1.65243, 0.36525, 3.87993], [-0.10648, 1.13482, 4.65294], [-2.60090, -0.40080, 5.33784], [-2.66117, 1.85013, 3.29739], [-4.98721, -3.53413, 2.89924], [-3.65782, -3.11718, 3.99971], [-3.42619, -4.37275, 2.78150], [-4.62811, -2.60062, -0.31571], [-3.56529, -3.94841, 0.09306], [-2.89618, -2.52210, -0.70324], [-5.55803, -1.01995, 1.43563], [-4.27303, 0.22800, 1.50026], [-4.83977, -0.53679, 2.97892], [0.87665, -1.62238, 5.26847], [1.83682, -1.05504, 3.90088], [2.15177, -2.65964, 4.60488], [-1.53249, -3.40218, 4.98468], [-0.08291, -4.42505, 5.02327], [-1.34978, -4.71513, 3.81486], [1.29456, -3.43275, 1.08439], [0.50866, -4.81515, 1.84610], [2.02393, -4.20021, 2.52254], [0.39254, 0.44052, 5.33170], [-0.36315, 2.03918, 5.21576], [0.61432, 1.41332, 3.87531], [-1.99625, -1.18866, 5.80359], [-3.53098, -0.86633, 4.99125], [-2.85662, 0.33349, 6.11429], [-2.16167, 2.30199, 2.43154], [-2.75258, 2.60978, 4.08266], [-3.66846, 1.55890, 2.99148]],
  "forces_ev_per_a": [[-0.73, -0.17, 1.53], [0.41, -0.08, -0.35], [-0.03, 0.78, 0.03], [0.04, 0.03, -0.14], [-0.07, 0.07, -0.08], [-0.10, 0.05, 0.10], [-0.01, -0.02, -0.12], [0.11, -0.02, 0.07], [0.05, -0.05, 0.02], [-0.18, -0.31, 0.23], [0.04, 0.12, -0.23], [0.04, 0.00, -0.11], [0.00, -0.08, 0.02], [0.04, 0.08, 0.08], [-0.04, 0.07, 0.07], [0.17, -0.28, -0.04], [-0.35, 0.31, -0.11], [0.10, 0.09, -0.05], [-0.12, 0.03, 0.08], [0.08, -0.09, -0.01], [-0.02, -0.13, 0.00], [0.00, 0.00, -0.01], [-0.03, -0.07, 0.01], [0.03, 0.00, 0.01], [0.00, 0.00, -0.03], [0.00, 0.00, 0.04], [0.00, 0.01, -0.02], [-0.02, 0.03, 0.02], [0.00, -0.01, -0.01], [0.00, 0.00, -0.01], [-0.04, -0.05, 0.01], [0.03, -0.04, 0.02], [0.08, 0.05, 0.00], [-0.03, 0.00, 0.02], [0.01, 0.02, 0.03], [-0.01, -0.02, 0.01], [0.03, 0.05, -0.01], [-0.05, -0.06, -0.03], [0.02, 0.00, -0.02], [-0.03, -0.03, 0.00], [0.03, 0.01, -0.01], [0.27, -0.04, -0.33], [0.06, 0.00, 0.09], [-0.01, -0.01, 0.01], [-0.02, 0.00, 0.01], [0.04, -0.01, -0.05], [-0.01, -0.01, -0.02], [0.01, 0.04, -0.01], [-0.01, 0.00, -0.01], [-0.01, 0.04, 0.02], [0.02, 0.08, 0.04], [0.09, -0.08, 0.05], [-0.25, 0.20, -0.14], [0.12, -0.07, 0.06], [-0.03, -0.12, -0.08], [-0.08, -0.15, -0.08], [-0.08, 0.01, -0.04], [0.13, 0.10, 0.10], [0.06, 0.09, 0.09], [0.12, 0.04, 0.08], [-0.03, -0.11, -0.11], [0.03, -0.06, -0.20], [0.06, 0.32, 0.13], [-0.03, 0.00, -0.02], [-0.03, 0.02, -0.02], [0.02, -0.02, 0.09], [0.00, -0.03, -0.01], [-0.03, 0.02, -0.01], [-0.01, -0.07, -0.03], [0.02, -0.14, -0.04], [0.01, 0.08, 0.07], [-0.18, -0.05, 0.20], [0.25, 0.25, -0.02], [0.28, -0.40, -0.60], [-0.10, -0.04, 0.10], [-0.06, -0.02, 0.04], [0.01, 0.03, 0.06], [0.00, -0.15, -0.07], [-0.05, 0.03, 0.15], [0.14, -0.03, -0.27], [-0.09, 0.12, 0.15], [0.19, 0.21, -0.17], [-0.13, -0.31, 0.06], [0.03, -0.03, -0.04], [0.02, 0.02, -0.04], [-0.03, 0.01, 0.00], [0.01, 0.03, 0.04], [0.03, -0.04, -0.06], [-0.12, 0.18, 0.57], [0.03, -0.06, -0.42], [0.37, -0.05, -0.72], [-0.34, 0.02, 0.29], [-0.13, -0.13, -0.39], [-0.01, 0.05, 0.01], [-0.01, -0.02, -0.02], [0.03, 0.05, 0.00], [-0.13, 0.03, -0.11], [-0.02, -0.07, 0.06], [-0.15, -0.06, 0.41], [0.22, 0.01, -0.20], [-0.05, 0.12, 0.00], [0.10, 0.08, -0.18], [-0.13, -0.13, 0.29], [0.22, 0.19, -0.08], [-0.02, -0.09, 0.06], [0.03, 0.07, -0.30], [-0.18, -0.18, 0.14], [0.24, 0.03, -0.10], [-0.06, -0.02, 0.11], [-0.05, 0.12, -0.19], [0.09, -0.01, -0.04], [-0.06, -0.04, -0.08], [-0.06, 0.10, 0.03], [0.08, -0.12, 0.07], [0.02, 0.06, 0.01], [-0.09, -0.04, 0.04], [0.14, -0.03, 0.28], [-0.13, -0.06, 0.15], [0.07, 0.00, -0.07], [0.05, -0.05, -0.06], [-0.06, -0.13, 0.07], [-0.10, 0.03, -0.03], [0.07, -0.06, -0.02], [-0.06, 0.03, -0.09], [0.04, 0.09, 0.06], [-0.01, -0.07, 0.13], [0.05, 0.07, 0.00], [-0.10, 0.01, 0.01], [-0.01, 0.08, -0.02], [-0.05, -0.06, -0.03], [-0.07, 0.00, 0.10], [-0.07, 0.07, -0.03], [0.08, 0.04, 0.07], [0.04, -0.06, -0.10], [-0.01, -0.04, 0.10], [0.04, -0.08, -0.01], [0.05, 0.09, 0.04]],
  "lowdin_charge": [0.2947, -0.2519, 0.5376, -0.2207, -0.2308, -0.1924, -0.2145, -0.1934, -0.2198, -0.2032, -0.2245, -0.1738, -0.1990, -0.1819, -0.2171, -0.1920, -0.2216, -0.1753, -0.2012, -0.1896, -0.2340, 0.1054, 0.1170, 0.0987, 0.1047, 0.1003, 0.1080, 0.1072, 0.1036, 0.0869, 0.1220, 0.0706, 0.0801, 0.1003, 0.1028, 0.1005, 0.0991, 0.1052, 0.0982, 0.1002, 0.0963, 0.0298, 0.1324, 0.1046, 0.1036, 0.1029, 0.1093, 0.0933, 0.1062, 0.0925, 0.1164, 0.1447, -0.1857, -0.2376, -0.0138, 0.0060, -0.1706, 0.0016, -0.0232, 0.0001, -0.0479, -0.1168, 0.0396, -0.1113, 0.1242, 0.1059, 0.1094, 0.1203, 0.1141, 0.0841, 0.1363, 0.0179, -0.6005, -0.1699, -0.0975, -0.0129, -0.0504, -0.0107, -0.1398, 0.0632, -0.3621, 0.0736, 0.0570, 0.0999, 0.1072, 0.1124, 0.1273, 0.1605, -0.5126, 0.1749, 0.1381, -0.2883, 0.2113, 0.0999, 0.1056, 0.1016, 0.0485, -0.2382, 0.3265, -0.2212, -0.2484, 0.4041, 0.3188, -0.2324, -0.2376, -0.2183, 0.3045, -0.2228, -0.2306, -0.2281, 0.0227, 0.0042, 0.0120, 0.0096, 0.0188, 0.0001, 0.0123, 0.0030, 0.0263, 0.0121, 0.0010, 0.0241, 0.0022, 0.0240, 0.0092, -0.0046, 0.0182, 0.0153, 0.0003, 0.0234, 0.0062, 0.0099, 0.0015, 0.0204, 0.0039, 0.0246, -0.0038],
  "homo_energy_ev": -3.7,
  "orbital_gap_ev": 5.51,
  "charge": -1
}


{
  "formula": "C7H13N2P",
  "method": "ωB97M-V/def2-TZVPD",
  "elements": ["C", "C", "C", "C", "C", "C", "C", "N", "N", "P", "H", "H", "H", "H", "H", "H", "H", "H", "H", "H", "H", "H", "H"],
  "positions_angstrom": [[-0.34566, 2.42575, -2.60234], [-0.23163, 1.08718, -2.47936], [-1.82761, 1.76055, -1.22278], [0.05072, -2.12418, 2.04821], [0.13218, 0.58011, 2.07330], [-1.18346, -0.62019, -1.13681], [1.90323, -0.63865, 0.18356], [-1.38748, 2.81689, -1.83319], [-1.13690, 0.65905, -1.59850], [1.32651, -0.82086, 1.78774], [0.07352, 3.20099, -3.21658], [0.32436, 0.46230, -3.04318], [-2.45197, 1.57850, -0.40691], [-0.90654, -2.03485, 1.49713], [-0.11200, -2.17995, 3.08660], [0.39558, -3.13561, 1.56233], [-0.32066, 0.62731, 3.05199], [-0.60051, 0.68120, 1.28221], [0.71285, 1.48477, 1.84705], [-0.84400, -1.43774, -1.80843], [-1.85875, -0.80881, -0.40847], [2.27103, 0.32535, -0.12085], [2.55422, -1.44538, -0.05228]],
  "forces_ev_per_a": [[-0.92, 0.48, -0.30], [0.71, 1.63, -0.89], [0.61, -0.30, 0.03], [0.66, -2.47, -3.53], [1.41, 0.89, -1.18], [1.52, -0.96, -2.31], [-0.30, -0.13, 0.07], [-1.12, 1.28, 1.41], [0.35, -0.57, -0.19], [-1.71, 0.78, 1.50], [0.60, -0.43, -0.28], [1.87, -2.09, -1.32], [-1.47, 0.70, 0.95], [0.38, 0.77, 0.38], [-0.18, -0.42, 1.24], [-0.19, 1.55, 1.51], [0.06, -0.08, 0.23], [-0.55, -0.69, -0.07], [0.05, 0.12, 0.73], [-0.14, 0.90, 0.70], [-1.95, -0.65, 2.17], [-0.11, 0.33, -0.13], [0.42, -0.67, -0.72]],
  "nbo_charge": [-0.0883, -0.0922, 0.1558, -0.9385, -0.9341, -0.1456, -0.8105, -0.4420, -0.3610, 0.8981, 0.2168, 0.2060, 0.1862, 0.2209, 0.2323, 0.2331, 0.2347, 0.2157, 0.2313, 0.1943, 0.1683, 0.2173, 0.2014],
  "homo_energy_ev": [-7.8, -7.4],
  "orbital_gap_ev": [7.47, 7.30],
  "e_above_lowest_ev": 2.904
}


no.,DFT total energy (eV)
1,-118082.288
2,-19734.034